Formula: C36H74BClI2N4O22P4S2
Source: the Open Molecules 2025 dataset
Level of theory: ωB97M-V/def2-TZVPD

Each line ends with the Löwdin charge.
Element x y z (Å)
C: -1.67 5.31 -0.50  -0.10
C: -2.68 4.32 -1.17  -0.21
C: -1.91 2.97 -1.48  -0.21
C: -2.43 1.79 -0.62  -0.16
C: -2.31 1.99 0.92  -0.18
C: -1.10 1.20 1.57  -0.31
N: 0.00 1.94 0.94  0.23
C: 0.60 1.48 -0.01  -0.31
O: 1.37 0.92 -0.70  0.18
O: -1.46 -0.10 1.15  -0.11
C: -0.82 -1.25 0.81  -0.95
S: 0.80 -1.78 1.52  0.89
Cl: -1.96 -2.64 1.31  0.72
C: -0.70 -1.52 -0.73  -0.15
B: 0.39 -2.65 -1.09  -0.75
O: 0.14 -3.99 -0.84  0.11
O: 1.59 -2.22 -1.65  0.11
C: -1.05 1.22 3.16  -0.25
C: -1.80 -0.05 3.79  -0.12
C: -3.32 -0.10 3.73  -0.20
C: -3.92 -1.51 4.08  -0.20
C: -2.98 -2.50 4.80  -0.27
C: -2.52 -2.07 6.23  -0.09
O: 0.30 0.70 3.46  -0.14
C: 1.52 1.32 3.31  -0.52
N: 2.34 0.85 4.50  0.14
C: 1.88 -0.17 4.99  -0.35
O: 1.53 -1.21 5.38  0.19
N: 1.56 2.82 3.22  0.10
C: 2.49 3.34 3.80  -0.82
S: 3.29 4.06 4.94  0.72
N: 2.36 0.89 2.16  0.00
C: 3.71 0.44 2.43  -0.24
C: 4.40 0.28 1.02  -0.22
C: 5.65 -0.63 1.26  -0.11
C: -1.38 2.36 4.16  -0.46
I: -0.09 2.54 5.94  1.14
C: -2.38 3.23 4.36  -0.77
C: -2.48 4.28 5.48  -0.30
I: -4.16 3.28 3.23  1.06
H: -2.15 5.76 0.38  0.06
H: -0.75 4.81 -0.18  0.06
H: -1.43 6.11 -1.21  0.07
H: -3.43 4.07 -0.41  0.08
H: -3.12 4.71 -2.09  0.10
H: -0.83 3.10 -1.49  0.09
H: -2.19 2.73 -2.52  0.10
H: -3.49 1.68 -0.88  0.12
H: -1.95 0.88 -1.00  0.09
H: -3.20 1.46 1.29  0.05
H: -2.25 3.06 1.11  0.06
H: 0.60 -2.66 2.53  -0.07
H: -1.69 -1.86 -1.08  0.10
H: -0.47 -0.62 -1.31  0.08
H: -0.66 -4.24 -1.32  0.10
H: 2.26 -2.15 -0.95  0.08
H: -1.26 -0.96 3.51  0.09
H: -1.53 0.07 4.85  0.09
H: -3.82 0.21 2.81  0.07
H: -3.71 0.57 4.51  0.08
H: -4.25 -2.00 3.15  0.09
H: -4.84 -1.38 4.67  0.11
H: -3.55 -3.44 4.93  0.10
H: -2.11 -2.78 4.20  0.06
H: -2.66 -1.00 6.42  0.06
H: -1.44 -2.27 6.29  0.07
H: -3.01 -2.69 6.98  0.07
H: 2.47 1.68 1.54  0.09
H: 3.80 -0.56 2.87  0.11
H: 4.37 1.17 2.94  0.12
H: 4.78 1.27 0.72  0.11
H: 3.71 -0.15 0.29  0.09
H: 5.34 -1.68 1.23  0.06
H: 6.47 -0.41 0.57  0.07
H: 6.03 -0.46 2.28  0.07
H: -3.35 4.94 5.32  0.03
H: -2.65 3.82 6.46  0.05
H: -1.62 4.95 5.48  0.05
C: -1.58 -6.30 0.95  -0.12
O: -2.55 -6.59 1.97  -0.25
P: -3.96 -7.35 1.45  0.64
O: -4.68 -6.12 0.96  -0.25
O: -4.35 -7.72 2.99  -0.26
C: -3.35 -8.22 3.88  -0.11
O: -4.97 -8.52 0.82  -0.29
C: -6.36 -8.37 1.08  -0.13
H: -0.74 -5.78 1.41  0.09
H: -1.22 -7.23 0.51  0.09
H: -2.01 -5.67 0.17  0.07
H: -2.98 -7.41 4.51  0.09
H: -2.51 -8.67 3.35  0.08
H: -3.80 -8.98 4.52  0.09
H: -6.80 -7.65 0.38  0.09
H: -6.55 -8.06 2.11  0.08
H: -6.83 -9.34 0.92  0.09
C: 1.10 -0.17 -4.10  -0.11
O: 1.01 0.51 -5.36  -0.24
P: 0.16 1.96 -5.32  0.64
O: -1.23 1.40 -5.41  -0.25
O: 0.76 2.37 -6.79  -0.26
C: 2.14 2.16 -7.09  -0.11
O: -0.22 3.54 -4.95  -0.30
C: -1.19 4.18 -5.78  -0.12
H: 1.63 -1.11 -4.24  0.09
H: 1.65 0.44 -3.38  0.07
H: 0.10 -0.38 -3.71  0.08
H: 2.25 1.24 -7.66  0.09
H: 2.75 2.10 -6.18  0.08
H: 2.50 2.99 -7.70  0.08
H: -2.20 3.89 -5.47  0.08
H: -1.05 3.95 -6.83  0.08
H: -1.09 5.26 -5.64  0.09
C: -1.79 8.52 -10.22  -0.11
O: -0.66 8.96 -9.45  -0.25
P: 0.44 7.77 -9.00  0.65
O: -0.30 7.24 -7.81  -0.25
O: 1.52 8.93 -8.60  -0.26
C: 1.72 10.06 -9.46  -0.11
O: 1.65 6.61 -9.09  -0.29
C: 2.35 6.32 -7.89  -0.12
H: -2.44 9.37 -10.41  0.09
H: -1.45 8.12 -11.18  0.08
H: -2.35 7.75 -9.69  0.08
H: 1.15 10.91 -9.09  0.09
H: 1.42 9.84 -10.49  0.08
H: 2.78 10.31 -9.45  0.09
H: 1.76 5.64 -7.27  0.08
H: 2.58 7.23 -7.32  0.08
H: 3.28 5.84 -8.16  0.09
C: 5.15 -5.03 5.86  -0.11
O: 4.85 -6.06 4.90  -0.25
P: 4.39 -5.52 3.37  0.64
O: 2.94 -5.25 3.68  -0.25
O: 4.62 -7.02 2.76  -0.26
C: 5.78 -7.77 3.12  -0.11
O: 4.48 -4.80 1.87  -0.29
C: 3.47 -5.17 0.93  -0.11
H: 5.39 -5.50 6.81  0.09
H: 6.01 -4.44 5.53  0.08
H: 4.29 -4.37 6.00  0.08
H: 5.52 -8.48 3.91  0.09
H: 6.59 -7.14 3.48  0.08
H: 6.12 -8.33 2.25  0.09
H: 2.56 -4.60 1.13  0.07
H: 3.26 -6.24 0.95  0.09
H: 3.84 -4.90 -0.06  0.09

As for the energy: -6532.4074 hartree. As for the spin multiplicity: 1. Its LUMO energy is -1.740 eV. The calculation puts the strongest force on any atom at 8.0 eV/A.

Formula: C4H8O2
Source: the Open Molecules 2025 dataset
Level of theory: ωB97M-V/def2-TZVPD

Each line ends with the Löwdin charge.
Element x y z (Å)
C: 2.02 -0.34 -0.19  -0.04
C: 0.88 0.18 -1.03  -0.36
O: 0.35 1.24 -0.80  0.02
H: 2.91 0.16 -0.58  0.09
H: 1.89 -0.03 0.85  0.08
H: 2.16 -1.42 -0.26  0.08
H: 0.56 -0.45 -1.88  0.13
C: -1.58 0.42 1.12  -0.04
C: -1.48 -0.29 -0.21  -0.38
O: -2.20 -0.15 -1.16  0.06
H: -0.61 0.46 1.62  0.07
H: -2.26 -0.18 1.73  0.09
H: -1.99 1.43 1.02  0.09
H: -0.65 -1.04 -0.23  0.10

As for the energy: -307.6424 hartree. For the relative energy (zero: lowest compared OMol25 entry of this formula, charge and spin), the calculation gives 1.904 eV. Its structure (SMILES) is CC=O.CC=O. As for the spin multiplicity: 1. Its LUMO energy is 0.843 eV. The calculation puts the strongest force on any atom at 0.7 eV/A.

Formula: C34H36FeN3S
Source: the Open Molecules 2025 dataset
Level of theory: ωB97M-V/def2-TZVPD

Each line ends with the Löwdin charge.
Element x y z (Å)
C: -2.47 -1.39 -3.54  -0.03
C: -2.34 -0.20 -2.59  -0.53
C: -0.94 0.42 -2.68  -0.04
N: -3.33 0.84 -3.02  0.04
C: -4.35 0.77 -2.23  -0.70
S: -5.74 1.74 -2.51  0.80
C: -4.75 3.08 -3.37  -0.48
C: -5.63 4.22 -3.72  -0.35
N: -6.37 5.09 -3.96  0.07
C: -4.22 -0.24 -1.09  -0.52
C: -4.53 0.35 0.28  -0.05
C: -5.13 -1.43 -1.42  -0.04
N: -2.79 -0.55 -1.23  0.01
C: -2.01 -1.00 -0.22  -0.05
C: -0.76 -1.58 -0.25  -0.11
C: -0.44 -2.57 0.79  -0.25
C: -0.09 -3.87 0.37  -0.05
C: 0.01 -4.89 1.32  -0.11
C: -0.09 -4.60 2.69  -0.12
C: -0.42 -3.30 3.11  -0.11
C: -0.61 -2.29 2.17  -0.07
H: -2.28 -1.06 -4.57  0.08
H: -1.74 -2.16 -3.26  0.07
H: -3.47 -1.82 -3.48  0.06
H: -0.81 0.79 -3.71  0.09
H: -0.85 1.28 -2.00  0.09
H: -0.15 -0.31 -2.47  0.05
H: -3.97 3.41 -2.67  0.07
H: -4.30 2.64 -4.27  0.06
H: -5.53 0.79 0.26  0.06
H: -4.50 -0.44 1.04  0.07
H: -3.80 1.14 0.54  0.10
H: -6.17 -1.08 -1.41  0.08
H: -4.92 -1.85 -2.41  0.06
H: -5.01 -2.22 -0.66  0.08
H: -2.55 -1.02 0.74  0.12
H: -0.10 -1.58 -1.12  0.08
H: 0.06 -4.05 -0.70  0.11
H: 0.18 -5.91 0.97  0.09
H: 0.10 -5.36 3.45  0.09
H: -0.52 -3.08 4.18  0.10
H: -0.84 -1.26 2.48  0.12
C: 5.72 1.76 -1.29  -0.15
C: 5.93 1.64 0.14  -0.16
C: 5.25 0.44 0.60  -0.13
C: 4.62 -0.19 -0.55  -0.14
C: 4.91 0.62 -1.72  -0.15
Fe: 4.01 1.68 -0.32  0.33
C: 2.84 2.98 -1.25  -0.11
C: 3.37 3.52 0.00  -0.14
C: 3.01 2.62 1.06  -0.10
C: 2.17 1.53 0.50  -0.26
C: 1.63 0.42 1.20  0.03
C: 1.82 0.27 2.62  -0.22
C: 2.25 -0.98 3.12  -0.05
C: 2.48 -1.19 4.47  -0.10
C: 2.32 -0.14 5.39  -0.10
C: 1.90 1.12 4.93  -0.10
C: 1.61 1.31 3.58  -0.04
C: 2.16 1.75 -0.95  -0.11
H: 6.15 2.52 -1.94  0.11
H: 6.54 2.31 0.75  0.11
H: 5.26 0.05 1.61  0.12
H: 4.10 -1.14 -0.54  0.12
H: 4.64 0.39 -2.75  0.12
H: 2.93 3.45 -2.22  0.12
H: 3.91 4.45 0.11  0.11
H: 3.18 2.73 2.13  0.11
H: 1.16 -0.37 0.61  0.09
H: 2.40 -1.79 2.39  0.12
H: 2.78 -2.18 4.81  0.10
H: 2.51 -0.31 6.45  0.09
H: 1.79 1.95 5.63  0.10
H: 1.17 2.26 3.25  0.12
H: 1.60 1.10 -1.62  0.11

As for the energy: -3143.1385 hartree. As for the expectation value of S²: 6.076. For the relative energy (zero: lowest compared OMol25 entry of this formula, charge and spin), the calculation gives 1.657 eV. Its total charge is -1. As for the spin multiplicity: 5. Its LUMO energy (alpha / beta) is 2.243 / 1.420 eV. The calculation puts the strongest force on any atom at 3.3 eV/A.

Formula: C60H116N7Ni2O13
Source: the Open Molecules 2025 dataset
Level of theory: ωB97M-V/def2-TZVPD

Each line ends with the Löwdin charge.
Element x y z (Å)
Ni: -1.25 -0.11 1.34  0.90
Ni: 5.07 -0.97 -3.38  0.62
N: -2.47 2.23 1.26  -0.50
O: -3.50 2.87 1.24  0.16
O: -2.01 1.74 2.30  0.03
O: -2.07 1.53 0.32  0.03
C: 2.48 0.57 -0.27  0.03
C: 3.07 -0.05 -1.33  -0.27
C: 2.39 -1.25 -2.02  -0.34
O: 3.03 -1.96 -2.89  -0.02
C: 1.25 -1.72 -1.57  0.03
C: 0.43 -0.92 -0.69  -0.27
C: 1.21 0.15 0.20  -0.25
O: 0.62 0.53 1.23  -0.03
O: -0.75 -1.04 -0.43  0.02
O: 4.14 0.51 -1.85  -0.05
H: 2.97 1.41 0.20  0.11
H: 0.72 -2.56 -1.99  0.13
C: -3.40 -2.44 -2.32  -0.01
C: -4.74 -3.25 -2.04  -0.41
C: -5.94 -2.30 -1.55  -0.12
C: -6.71 -1.60 -2.68  -0.21
C: -7.17 -2.70 -3.52  -0.18
C: -6.06 -3.49 -4.27  -0.45
N: -5.09 -4.02 -3.26  -0.14
O: -4.14 -4.94 -3.73  0.00
C: -6.82 -4.65 -5.05  -0.03
C: -5.40 -2.63 -5.35  -0.04
C: -4.48 -4.30 -0.88  -0.03
H: -2.58 -3.10 -2.59  0.08
H: -3.07 -1.99 -1.38  0.04
H: -3.54 -1.65 -3.05  0.07
H: -6.73 -2.80 -0.99  0.11
H: -5.57 -1.52 -0.89  0.09
H: -6.04 -0.89 -3.16  0.11
H: -7.59 -1.07 -2.31  0.12
H: -7.72 -2.24 -4.35  0.12
H: -7.79 -3.33 -2.89  0.13
H: -7.75 -4.37 -5.54  0.08
H: -6.20 -4.93 -5.90  0.07
H: -6.96 -5.49 -4.37  0.08
H: -4.86 -1.75 -4.99  0.07
H: -4.74 -3.15 -6.05  0.08
H: -6.20 -2.27 -5.99  0.08
H: -4.15 -3.77 0.01  0.05
H: -3.75 -5.05 -1.17  0.06
H: -5.46 -4.69 -0.62  0.08
H: -4.40 -5.70 -3.21  0.09
C: -0.02 -0.40 4.03  -0.06
C: -1.36 -1.04 4.32  -0.42
C: -2.16 0.07 5.14  -0.09
C: -3.68 -0.20 5.25  -0.16
C: -4.23 -0.45 3.87  -0.16
C: -3.52 -1.45 2.98  -0.45
N: -2.02 -1.28 3.03  -0.05
O: -1.40 -2.21 2.19  0.01
C: -3.97 -2.87 3.42  0.01
C: -4.12 -1.20 1.61  -0.03
C: -1.08 -2.29 5.26  0.02
H: 0.03 0.61 3.62  0.06
H: 0.63 -0.97 3.36  0.09
H: 0.54 -0.41 4.96  0.11
H: -1.93 0.18 6.20  0.13
H: -1.91 1.05 4.72  0.10
H: -4.19 0.63 5.74  0.13
H: -3.89 -1.05 5.90  0.11
H: -4.46 0.52 3.41  0.13
H: -5.25 -0.75 4.13  0.14
H: -3.97 -2.88 4.51  0.09
H: -4.96 -3.01 2.99  0.10
H: -3.34 -3.68 3.05  0.07
H: -4.09 -0.16 1.27  0.09
H: -3.63 -1.82 0.86  0.07
H: -5.19 -1.38 1.68  0.11
H: -1.20 -2.26 6.34  0.10
H: -0.15 -2.79 4.99  0.08
H: -1.86 -3.03 5.07  0.04
H: -1.49 -3.10 2.53  0.09
C: 0.86 -6.59 0.62  -0.03
C: -0.55 -6.02 0.95  -0.45
C: -1.59 -7.11 0.56  -0.10
C: -1.83 -8.19 1.70  -0.17
C: -2.14 -7.61 3.07  -0.12
C: -0.96 -6.63 3.44  -0.47
N: -0.67 -5.61 2.38  -0.13
O: 0.22 -4.58 2.68  -0.01
C: -1.51 -5.87 4.66  -0.03
C: 0.31 -7.41 3.79  -0.03
C: -0.76 -4.73 0.04  -0.02
H: 1.68 -6.00 1.01  0.08
H: 1.02 -6.76 -0.44  0.09
H: 1.00 -7.58 1.05  0.07
H: -2.50 -6.58 0.28  0.10
H: -1.21 -7.65 -0.30  0.12
H: -0.98 -8.87 1.69  0.11
H: -2.75 -8.65 1.33  0.11
H: -2.15 -8.53 3.65  0.13
H: -3.09 -7.08 2.98  0.12
H: -2.11 -5.11 4.17  0.05
H: -2.04 -6.49 5.38  0.10
H: -0.72 -5.30 5.15  0.07
H: 1.03 -6.70 4.20  0.08
H: 0.17 -8.08 4.64  0.09
H: 0.91 -7.91 3.03  0.07
H: 0.01 -3.96 0.17  0.06
H: -1.67 -4.20 0.31  0.06
H: -0.72 -5.01 -1.01  0.09
H: 0.99 -5.06 2.39  0.08
C: 2.97 4.78 0.05  -0.02
C: 2.30 5.20 -1.32  -0.44
C: 0.94 4.36 -1.38  -0.12
C: -0.24 4.95 -0.64  -0.21
C: -0.31 6.47 -0.80  -0.14
C: 1.02 7.30 -0.62  -0.43
N: 2.05 6.61 -1.49  -0.15
O: 3.12 7.39 -1.85  0.00
C: 0.73 8.66 -1.18  -0.07
C: 1.37 7.41 0.94  -0.01
C: 3.11 4.74 -2.58  -0.03
H: 3.95 5.24 0.22  0.09
H: 2.34 4.74 0.94  0.06
H: 3.31 3.76 -0.10  0.05
H: 0.66 4.40 -2.43  0.11
H: 1.00 3.33 -1.02  0.11
H: -1.13 4.45 -1.01  0.11
H: -0.26 4.75 0.43  0.09
H: -1.12 6.93 -0.24  0.12
H: -0.68 6.55 -1.83  0.11
H: 0.75 8.82 -2.25  0.09
H: 1.56 9.28 -0.85  0.08
H: -0.23 9.09 -0.90  0.09
H: 0.74 6.75 1.55  0.06
H: 1.08 8.37 1.36  0.07
H: 2.43 7.33 1.16  0.08
H: 4.08 5.23 -2.70  0.08
H: 3.52 3.74 -2.43  0.07
H: 2.51 4.83 -3.48  0.07
H: 2.97 7.44 -2.79  0.11
C: 5.11 2.92 -5.03  -0.02
C: 4.08 2.39 -6.12  -0.47
C: 4.49 2.93 -7.45  -0.16
C: 3.67 2.34 -8.59  -0.17
C: 3.71 0.80 -8.55  -0.12
C: 3.46 0.21 -7.13  -0.55
N: 4.11 0.93 -6.05  -0.07
O: 3.69 0.44 -4.81  -0.05
C: 2.00 0.12 -6.96  -0.04
C: 3.98 -1.16 -7.27  -0.05
C: 2.69 3.05 -5.78  -0.02
H: 5.31 3.99 -4.98  0.08
H: 4.85 2.65 -4.00  0.06
H: 6.09 2.53 -5.29  0.08
H: 4.49 4.02 -7.47  0.13
H: 5.48 2.52 -7.67  0.13
H: 2.67 2.76 -8.52  0.10
H: 4.24 2.65 -9.46  0.11
H: 4.66 0.49 -9.00  0.12
H: 2.94 0.44 -9.24  0.13
H: 1.75 0.05 -5.90  0.09
H: 1.52 -0.73 -7.44  0.10
H: 1.51 1.02 -7.33  0.08
H: 4.97 -1.35 -6.86  0.09
H: 3.95 -1.54 -8.29  0.09
H: 3.41 -1.86 -6.66  0.08
H: 2.88 4.10 -5.60  0.08
H: 1.89 3.02 -6.52  0.07
H: 2.31 2.67 -4.83  0.07
H: 2.92 0.97 -4.62  0.07
C: 3.18 5.51 5.86  -0.02
C: 2.56 4.10 6.03  -0.44
C: 1.31 3.88 5.10  -0.14
C: 1.79 3.61 3.70  -0.20
C: 2.77 2.46 3.58  -0.13
C: 4.01 2.61 4.46  -0.48
N: 3.54 2.99 5.79  -0.14
O: 4.53 2.90 6.74  0.00
C: 4.78 1.22 4.51  -0.02
C: 5.05 3.59 4.00  -0.04
C: 1.92 4.04 7.47  -0.04
H: 2.73 6.25 6.52  0.08
H: 3.12 5.85 4.82  0.07
H: 4.23 5.37 6.10  0.08
H: 0.63 3.08 5.37  0.11
H: 0.75 4.81 5.02  0.12
H: 2.27 4.54 3.40  0.10
H: 0.93 3.27 3.11  0.11
H: 2.98 2.37 2.51  0.10
H: 2.15 1.58 3.71  0.10
H: 4.12 0.40 4.79  0.07
H: 5.22 0.98 3.54  0.08
H: 5.65 1.24 5.16  0.08
H: 5.19 3.35 2.94  0.08
H: 4.89 4.67 3.96  0.07
H: 6.04 3.55 4.46  0.09
H: 1.68 3.03 7.82  0.08
H: 0.96 4.56 7.42  0.07
H: 2.54 4.56 8.19  0.08
H: 4.48 1.98 6.98  0.10

As for the energy: -6732.8477 hartree. As for the expectation value of S²: 6.020. Its total charge is +1. As for the spin multiplicity: 5. Its LUMO energy (alpha / beta) is -3.153 / -7.143 eV. The calculation puts the strongest force on any atom at 7.3 eV/A.

Formula: C4H5BN2
Source: the Open Molecules 2025 dataset
Level of theory: ωB97M-V/def2-TZVPD

Each line ends with the Löwdin charge.
Element x y z (Å)
B: 1.18 0.91 -0.26  -0.38
C: -1.50 1.11 0.36  -0.10
C: 1.24 -0.80 0.34  -0.08
C: -1.01 -1.41 -0.27  -0.12
C: -0.24 1.29 0.08  0.12
N: -1.57 -0.22 -0.13  0.07
N: 0.34 -1.61 0.18  0.04
H: 1.43 0.78 -1.42  0.05
H: 1.82 1.64 0.43  0.05
H: -2.43 1.57 0.64  0.11
H: 2.18 -1.00 0.89  0.10
H: -1.46 -2.25 -0.84  0.13

As for the energy: -289.5914 hartree. For the relative energy (zero: lowest compared OMol25 entry of this formula, charge and spin), the calculation gives 3.475 eV. As for the spin multiplicity: 1. Its LUMO energy is -0.406 eV. The calculation puts the strongest force on any atom at 4.3 eV/A.